## P
Density functional theory data (ωB97M-V/def2-TZVPD) for a 2-piece molecular cluster, C3H6O2 overall.

The value obtained for the HOMO energy is -8.45 eV. The total charge is 0.

Atoms and positions in Å:
O -2.61853 -0.02587 0.70763
H 2.53986 -1.45284 0.43944
C 2.19209 -0.54459 -0.13274
H -1.92023 0.53431 1.12686
C 1.13006 0.05324 0.38565
H 0.67138 1.23312 -0.96903
C -2.67277 0.23956 -0.60774
O 0.46776 1.12002 -0.09999
H 0.67410 -0.33695 1.29082
H -3.34702 -0.39389 -1.13130
H 2.88331 -0.42610 -1.00960


## Q
Density functional theory data (ωB97M-V/def2-TZVPD) for one molecule with the formula C3H6O2.

The value obtained for the HOMO energy is -7.88 eV. The SMILES is O[C@@H]1C[C@@H]1O. The total charge is 0.

Atoms and positions in Å:
H 0.26832 0.74638 -1.15051
O 0.86917 1.05784 0.85376
O -1.62294 0.33858 0.42202
H -1.02482 0.78655 1.05453
H 0.34730 -1.32541 1.04345
H 1.26590 1.91041 0.64245
H -1.23223 -0.47929 -1.42871
C -0.79317 -0.30895 -0.44355
C 0.35279 -1.10045 -0.02040
C 0.86241 0.28634 -0.32569
H 0.70726 -1.91201 -0.64737


Of them, Q has the highest stability.